Density functional theory data (ωB97M-V with the def2-TZVPD basis set) for a molecular structure, C30H30CrIN6O2STe at a distorted geometry.

```
72
Properties=species:S:1:pos:R:3:forces:R:3:mulliken_spin:R:1
Cr 2.647 1.245 -0.478 -1.9 -0.2 -1.9 3.457
C 2.368 0.700 -4.781 -1.2 1.8 -0.6 -0.019
C 2.423 0.577 -3.305 0.1 -2.6 -1.6 0.133
N 2.770 1.544 -2.540 0.5 2.2 1.9 0.043
N 2.840 2.860 -3.048 0.1 -1.8 -0.5 -0.020
C 3.075 3.813 -2.172 0.2 1.2 1.7 0.044
N 3.238 5.060 -2.627 0.5 0.8 -1.7 0.023
S 3.169 3.599 -0.459 -0.1 -0.2 -0.6 -0.037
C 2.214 -0.739 -2.689 0.4 1.2 0.2 0.124
C 1.932 -1.944 -3.360 -0.2 -1.2 0.5 0.074
C 1.725 -3.114 -2.570 0.4 1.5 -0.2 0.020
C 1.646 -2.978 -1.178 0.1 -0.4 -0.3 0.077
C 1.879 -1.727 -0.641 0.1 -1.4 -0.6 0.005
N 2.303 -0.689 -1.308 -0.1 1.0 -1.2 0.037
H 3.139 1.374 -5.241 -0.5 -0.7 0.5 0.010
H 2.445 -0.266 -5.206 0.2 -0.7 -0.7 0.000
H 1.360 1.120 -5.082 1.0 -0.4 0.2 0.020
H 2.874 3.015 -4.070 -0.1 -0.1 1.0 -0.002
H 3.577 5.204 -3.584 -0.5 -0.1 0.6 -0.001
H 3.356 5.871 -2.032 0.0 -0.6 0.3 0.000
H 1.879 -1.998 -4.467 0.1 0.0 1.0 0.013
H 1.660 -4.104 -2.989 -0.2 0.0 -0.4 0.001
H 1.499 -3.837 -0.499 -0.1 0.6 -0.6 0.004
H 1.769 -1.592 0.375 0.0 0.2 2.2 0.021
C -1.917 2.113 -1.342 -0.9 0.0 -1.1 0.002
C -1.395 2.405 0.007 -0.1 -0.9 0.0 0.009
N -2.190 3.039 0.813 0.8 -0.1 1.3 0.000
C -1.729 3.294 2.081 -1.0 0.1 -0.3 0.007
C -0.517 2.940 2.594 1.3 -0.5 -1.6 0.005
C -0.079 3.610 3.846 -0.1 1.1 1.3 0.000
O 1.364 3.683 3.933 -0.9 -0.5 -0.2 0.000
C 0.392 2.175 1.730 -1.4 0.7 -1.1 0.040
C 1.628 1.596 2.153 -0.8 -0.7 1.5 -0.039
N 2.398 0.823 1.456 0.8 -0.2 -1.8 0.001
C 3.238 -0.165 2.005 -3.1 -0.8 2.1 0.003
C 2.586 -1.101 2.954 1.2 2.3 -0.5 -0.003
C 3.369 -1.919 3.729 -0.5 -0.3 -0.1 0.002
C 4.751 -1.934 3.524 -0.3 0.2 0.5 0.001
C 5.297 -1.154 2.540 2.4 0.2 0.0 0.009
C 4.543 -0.325 1.705 1.4 -0.4 -0.4 -0.038
I 5.424 0.491 -0.081 0.0 -0.2 1.1 0.026
C -0.088 1.937 0.376 1.5 0.9 1.1 -0.013
O 0.690 1.483 -0.557 -0.1 -0.2 0.3 -0.038
H -1.119 1.998 -2.101 -0.6 -0.2 0.4 0.000
H -2.560 2.959 -1.601 0.2 0.1 -0.2 0.000
H -2.661 1.274 -1.338 1.1 0.3 0.0 0.000
H -2.459 3.852 2.674 0.5 0.0 0.0 0.000
H -0.585 3.177 4.754 0.8 0.0 -0.6 0.000
H -0.472 4.652 3.781 0.2 -0.6 0.1 0.000
H 1.624 4.110 4.750 -0.2 0.1 0.2 0.000
H 1.865 1.652 3.210 -0.2 0.0 0.1 0.005
H 1.535 -0.915 3.186 0.2 -0.3 -0.3 -0.001
H 2.896 -2.498 4.522 0.2 0.0 -0.3 0.000
H 5.395 -2.470 4.211 0.0 -0.1 -0.2 0.000
H 6.423 -1.073 2.548 -1.4 -0.3 -0.6 -0.002
C -3.879 -3.953 -0.808 1.5 -0.9 -0.8 0.000
Te -2.361 -2.929 0.375 -1.5 0.3 0.3 0.000
C -4.156 -2.150 1.401 0.3 1.6 0.2 0.001
C -5.412 -2.615 0.628 -0.5 -0.5 0.6 0.000
C -6.735 -2.151 0.999 3.0 1.1 0.3 0.000
C -7.826 -2.729 0.426 -1.1 -0.6 -0.7 0.000
C -7.673 -3.721 -0.570 0.4 0.3 0.6 0.000
C -6.422 -4.083 -1.013 0.6 0.1 -0.2 0.000
C -5.280 -3.624 -0.353 0.6 2.1 0.3 0.000
H -3.590 -5.003 -0.640 -0.6 0.2 -0.2 0.000
H -3.590 -3.732 -1.873 -0.9 -0.1 0.9 0.000
H -3.998 -1.008 1.472 -0.6 -1.7 -0.3 0.000
H -4.162 -2.500 2.449 -0.1 0.0 -0.6 0.000
H -6.729 -1.232 1.663 -0.5 -1.4 -0.7 0.000
H -8.842 -2.397 0.662 0.4 -0.1 0.1 0.000
H -8.501 -4.252 -0.985 -0.7 0.2 -0.3 0.000
H -6.279 -4.622 -1.948 -0.2 -0.4 0.4 0.000
```
Forces are in eV/Å.

Its net charge is +1. The frontier orbital gap (spin up / spin down) is 0.176 / 0.231 Ha. Its largest force on an atom is 3.83 eV Å⁻¹. Its expectation value of S² is 6.053. The spin multiplicity is 5. Its LUMO energy (spin up / spin down) is -3.408 / -3.160 eV.